1.
The following is a quantum chemistry calculation of a cluster of 2 separate species, CH3NOS in total in a non-equilibrium geometry, from OMol25.

Values from the calculation:
M   77.1 g mol⁻¹
Energy relative to the best compared isomer or geometry (same formula, charge and spin)   151.22 kcal/mol
LUMO (alpha / beta)   -0.239 / -0.209 eV
Frontier orbital gap (alpha / beta)   8.825 / 8.360 eV
HOMO (alpha / beta)   -9.06 / -8.57 eV
F_max   3.26 eV Å⁻¹
Electronic energy   -15452.2514 eV

The geometry in XYZ format:
```
7
Properties=species:S:1:pos:R:3:forces:R:3
C -0.555 0.285 0.086 -0.629 2.875 -1.396
N -0.116 -0.555 -0.915 0.484 0.148 1.887
O 1.609 -0.863 1.405 -0.320 0.594 -0.600
S 0.324 -1.090 0.775 -0.313 -0.792 -0.894
H 0.318 2.105 0.491 -0.922 -2.426 -0.508
H -1.636 0.647 0.083 1.569 -0.521 0.585
H 0.056 -0.530 -1.926 0.131 0.121 0.927
```
Positions in Å, forces in eV/Å.

2.
The following is a quantum chemistry calculation of the molecule CH3NOS2 in a non-equilibrium geometry, from OMol25.

Values from the calculation:
M   109.2 g mol⁻¹
Energy relative to the best compared isomer or geometry (same formula, charge and spin)   54.45 kcal/mol
LUMO   0.540 eV
Frontier orbital gap   9.159 eV
HOMO   -8.62 eV
F_max   3.67 eV Å⁻¹
Electronic energy   -26290.6079 eV

The geometry in XYZ format:
```
8
Properties=species:S:1:pos:R:3:forces:R:3
C 0.091 0.449 -0.138 2.526 -0.234 2.646
N 0.478 -1.054 -0.133 -2.838 0.050 1.945
O 1.831 -1.400 -0.247 0.176 0.979 -0.299
S 2.799 -0.174 0.434 -0.253 -0.499 0.531
S 1.743 1.284 -0.444 -0.637 0.442 -0.529
H -0.506 0.778 -0.996 -0.173 -0.436 0.516
H -0.229 0.786 0.981 0.177 -0.905 -2.974
H 0.137 -1.399 0.830 1.021 0.603 -1.836
```
Positions in Å, forces in eV/Å.

3.
The following is a quantum chemistry calculation of a cluster of 2 separate species, CH3NOSi in total in a non-equilibrium geometry, from OMol25.

Values from the calculation:
M   73.1 g mol⁻¹
Energy relative to the best compared isomer or geometry (same formula, charge and spin)   74.41 kcal/mol
LUMO   -0.888 eV
Frontier orbital gap   8.420 eV
HOMO   -9.31 eV
F_max   2.85 eV Å⁻¹
Electronic energy   -12497.9249 eV

The geometry in XYZ format:
```
7
Properties=species:S:1:pos:R:3:forces:R:3
C 2.033 -0.695 0.399 0.818 -1.156 -0.669
N 0.230 0.438 0.723 -2.542 0.546 1.164
O 1.762 -1.460 -0.408 0.268 0.488 0.516
Si -1.004 0.354 -0.309 0.692 -1.904 0.241
H 0.095 0.907 1.642 0.799 -0.124 -1.151
H -1.546 1.384 -1.088 -0.749 1.475 -0.644
H -1.570 -0.927 -0.959 0.714 0.674 0.543
```
Positions in Å, forces in eV/Å.

4.
The following is a quantum chemistry calculation of the molecule CH3NOSi in a non-equilibrium geometry, from OMol25.

Values from the calculation:
M   73.1 g mol⁻¹
Energy relative to the best compared isomer or geometry (same formula, charge and spin)   61.69 kcal/mol
LUMO (alpha / beta)   0.466 / -6.579 eV
Frontier orbital gap (alpha / beta)   5.372 / 5.305 eV
Multiplicity   3
HOMO (alpha / beta)   -4.91 / -11.88 eV
F_max   6.20 eV Å⁻¹
Electronic energy   -12493.7054 eV

The geometry in XYZ format:
```
7
Properties=species:S:1:pos:R:3:forces:R:3
C -1.234 -1.053 -0.092 5.398 2.675 1.480
N -2.176 -1.588 -0.460 -3.022 -1.643 -0.999
O 0.773 1.014 -0.774 0.380 2.557 -2.091
Si 0.417 -0.060 0.355 -3.794 -3.626 -0.732
H 0.728 2.035 -0.742 0.442 -1.085 0.199
H 1.359 -1.158 0.336 0.950 -0.704 -0.114
H 0.133 0.811 1.377 -0.354 1.827 2.257
```
Positions in Å, forces in eV/Å.

5.
The following is a quantum chemistry calculation of the molecule CH3NS2 in a non-equilibrium geometry, from OMol25.

Values from the calculation:
M   93.2 g mol⁻¹
Energy relative to the best compared isomer or geometry (same formula, charge and spin)   23.71 kcal/mol
LUMO   -0.226 eV
Frontier orbital gap   8.527 eV
HOMO   -8.75 eV
F_max   2.89 eV Å⁻¹
Electronic energy   -24245.0874 eV

The geometry in XYZ format:
```
7
Properties=species:S:1:pos:R:3:forces:R:3
N -1.041 -0.304 0.657 -0.306 0.303 0.779
S -0.204 1.053 0.041 -0.096 -0.412 -0.555
C 1.106 0.117 -0.642 0.063 -0.783 2.777
S 2.109 0.559 -1.782 0.508 0.201 -0.867
H -1.432 -0.126 1.586 0.294 -0.031 -0.379
H -1.796 -0.547 0.038 -0.218 -0.088 -0.132
H 1.259 -0.751 0.102 -0.246 0.811 -1.622
```
Positions in Å, forces in eV/Å.

6.
The following is a quantum chemistry calculation of a structure of composition CH3Na9O5 in a non-equilibrium geometry, from OMol25.

Values from the calculation:
M   301.9 g mol⁻¹
LUMO (alpha / beta)   -25.392 / -25.501 eV
Frontier orbital gap (alpha / beta)   5.482 / 5.373 eV
Multiplicity   2
Net charge   +7
HOMO (alpha / beta)   -30.87 / -30.87 eV
F_max   9.29 eV Å⁻¹
Electronic energy   -50970.3018 eV

The geometry in XYZ format:
```
18
Properties=species:S:1:pos:R:3:forces:R:3
Na 0.084 -1.646 6.917 1.115 0.115 0.464
Na -4.633 -4.335 6.137 -1.924 -0.115 0.186
Na -0.425 -1.752 3.514 0.931 -0.111 -1.289
Na -2.035 -5.127 4.289 -0.204 -1.579 -0.691
Na -0.531 0.941 5.337 0.465 2.157 0.103
Na -0.968 -4.438 7.758 0.345 -1.074 1.315
Na -3.977 -2.715 2.038 -1.285 -0.486 -1.243
Na -3.445 0.022 3.999 -1.344 0.961 -0.107
Na -2.367 -1.328 8.844 -1.294 0.564 1.610
O -3.053 -6.221 6.300 0.187 0.734 -0.422
H -2.267 -5.880 6.771 -0.236 -1.301 0.376
C -2.703 -2.246 5.525 -0.548 -2.810 1.024
O -2.542 -2.961 6.519 0.812 -3.562 4.665
O -3.503 -2.544 4.670 -2.627 -0.528 -4.080
O -1.903 -1.336 5.433 5.552 7.183 -1.983
O -6.593 -2.641 4.550 1.476 -0.565 0.295
H -5.916 -1.987 4.376 -0.337 0.541 0.072
H -7.158 -2.612 3.778 -1.083 -0.124 -0.292
```
Positions in Å, forces in eV/Å.

7.
The following is a quantum chemistry calculation of the ion CH3O with charge -1, from OMol25.

Values from the calculation:
M   31.0 g mol⁻¹
Energy relative to the best compared isomer or geometry (same formula, charge and spin)   0.01 kcal/mol
LUMO   5.422 eV
Frontier orbital gap   7.027 eV
Net charge   -1
HOMO   -1.60 eV
F_max   0.41 eV Å⁻¹
Electronic energy   -3132.0270 eV

The geometry in XYZ format:
```
5
Properties=species:S:1:pos:R:3:forces:R:3
C 0.008 0.009 0.002 0.279 0.250 0.177
O 0.935 0.941 0.302 -0.053 -0.137 -0.140
H -0.566 0.190 -0.948 -0.117 0.072 -0.032
H 0.406 -1.036 -0.153 0.000 -0.030 0.098
H -0.783 -0.104 0.796 -0.109 -0.154 -0.104
```
Positions in Å, forces in eV/Å.

8.
The following is a quantum chemistry calculation of a cluster of 2 separate species, CH3O3 in total in a non-equilibrium geometry, from OMol25.

Values from the calculation:
M   63.0 g mol⁻¹
Energy relative to the best compared isomer or geometry (same formula, charge and spin)   18.78 kcal/mol
LUMO   3.193 eV
Frontier orbital gap   6.941 eV
Net charge   -1
HOMO   -3.75 eV
F_max   2.30 eV Å⁻¹
Electronic energy   -7229.1919 eV

The geometry in XYZ format:
```
7
Properties=species:S:1:pos:R:3:forces:R:3
O 1.138 -1.929 -3.663 -0.003 -0.662 0.992
H 1.198 -2.896 -3.492 -0.088 1.099 -0.097
H 1.025 -1.526 -2.772 0.078 -0.412 -0.875
O -0.509 0.385 2.754 -0.746 1.184 0.516
O -1.010 2.066 1.367 -0.609 0.644 -0.867
C -0.882 1.574 2.491 1.649 -1.588 -0.216
H -0.959 2.325 3.315 -0.281 -0.264 0.546
```
Positions in Å, forces in eV/Å.

9.
The following is a quantum chemistry calculation of the ion CH3O3S with charge -1 in a non-equilibrium geometry, from OMol25.

Values from the calculation:
M   95.1 g mol⁻¹
Energy relative to the best compared isomer or geometry (same formula, charge and spin)   77.95 kcal/mol
LUMO   3.972 eV
Frontier orbital gap   6.971 eV
Net charge   -1
HOMO   -3.00 eV
F_max   2.82 eV Å⁻¹
Electronic energy   -18061.4791 eV

The geometry in XYZ format:
```
8
Properties=species:S:1:pos:R:3:forces:R:3
O -1.991 0.973 0.008 1.467 -0.914 0.496
S -0.863 0.033 0.266 -1.148 -1.481 -0.308
O -1.210 -1.444 0.109 1.011 2.634 0.139
C 0.632 0.475 -0.834 -1.218 0.376 1.735
O 1.712 -0.331 -0.350 0.268 -0.315 0.233
H -0.637 0.026 1.740 -0.067 0.338 -1.527
H 0.837 1.536 -0.421 -0.122 -1.307 -0.527
H 1.520 -1.269 -0.518 -0.191 0.669 -0.240
```
Positions in Å, forces in eV/Å.

10.
The following is a quantum chemistry calculation of a cluster of 2 separate species, CH3O3Si in total in a non-equilibrium geometry, from OMol25.

Values from the calculation:
M   91.1 g mol⁻¹
Energy relative to the best compared isomer or geometry (same formula, charge and spin)   67.91 kcal/mol
LUMO   3.995 eV
Frontier orbital gap   8.778 eV
Net charge   -1
HOMO   -4.78 eV
F_max   3.47 eV Å⁻¹
Electronic energy   -15105.4691 eV

The geometry in XYZ format:
```
8
Properties=species:S:1:pos:R:3:forces:R:3
C 1.377 -0.758 0.762 1.106 0.611 0.099
O 2.409 -0.346 1.256 -0.119 -0.250 0.227
O 0.994 -1.877 0.317 -0.447 0.240 0.077
O -1.340 2.252 -0.469 0.464 -3.387 -0.577
Si -0.202 -0.049 0.043 -1.240 1.158 -0.581
H -1.720 1.625 -1.161 0.505 1.438 1.091
H -1.395 -0.653 0.655 -0.121 0.165 -0.008
H -0.122 -0.195 -1.403 -0.149 0.025 -0.327
```
Positions in Å, forces in eV/Å.